(1)
The following is a quantum chemistry calculation of a structure of composition C4H4O, from the OMol25 dataset.

## Properties
relative energy (zero: lowest compared OMol25 entry of this formula, charge and spin)	5.475	eV
total charge	0
HOMO energy	-7.5	eV
gap between HOMO and LUMO	8.03	eV
multiplicity	1

Last column: Löwdin charge in e.
Geometry (Å):
H (-1.05, -1.92, 0.31)  0.15
H (2.31, 0.95, -0.11)  0.16
H (-0.54, 0.78, -1.64)  0.09
O (1.89, 0.03, -0.24)  0.03
H (-1.25, 0.63, 1.54)  0.13
C (-0.53, -0.96, -0.04)  -0.16
C (-0.88, 0.26, -0.77)  -0.03
C (-0.63, 0.44, 0.63)  -0.17
C (0.69, -0.22, 0.31)  -0.20

=====

(2)
The following is a quantum chemistry calculation of an isolated molecule of C3H5NO2, from the OMol25 dataset.

## Properties
relative energy (zero: lowest compared OMol25 entry of this formula, charge and spin)	5.723	eV
total charge	0
HOMO energy	-9.8	eV
SMILES string	C1=NOCCO1
gap between HOMO and LUMO	10.56	eV
multiplicity	1

Last column: Löwdin charge in e.
Geometry (Å):
O (1.33, 0.48, -0.11)  -0.22
C (-0.94, 0.42, 0.21)  -0.18
H (-1.30, 1.59, -0.28)  0.19
N (1.46, -0.89, -0.75)  0.14
C (0.42, 0.59, 0.87)  -0.26
H (-1.91, 0.21, 0.80)  0.14
H (0.79, 1.65, 1.06)  0.16
O (-0.95, -0.59, -0.75)  -0.06
H (0.94, -0.19, 1.48)  0.14
C (0.23, -1.09, -1.16)  -0.21
H (-0.07, -2.18, -1.37)  0.16

=====

(3)
The following is a quantum chemistry calculation of a cluster of 2 separate species, CHF2OP in total, from the OMol25 dataset.

## Properties
total charge	+2
HOMO energy	-25.2	eV
gap between HOMO and LUMO	11.41	eV
multiplicity	1

Last column: Löwdin charge in e.
Geometry (Å):
C (-0.93, 1.30, 0.16)  0.39
F (1.13, -0.03, -0.55)  -0.28
O (-1.04, 0.33, 0.72)  0.31
F (0.48, -2.46, -0.69)  -0.12
P (1.26, -1.54, 0.28)  1.47
H (-0.89, 2.41, 0.09)  0.23

=====

(4)
The following is a quantum chemistry calculation of a structure of composition C25H31AsBrN4O4RhS, from the OMol25 dataset.

## Properties
relative energy (zero: lowest compared OMol25 entry of this formula, charge and spin)	1.791	eV
total charge	0
HOMO energy (spin up / spin down)	-7.6 / -7.6	eV
gap between HOMO and LUMO (spin up / spin down)	7.83 / 7.03	eV
<S²>	6.02
multiplicity	5

Last column: Löwdin spin population.
Geometry (Å):
C (-0.71, -4.62, -2.06)  0.02
H (-3.85, 4.40, 2.64)  0.00
H (0.45, -6.92, 1.06)  0.00
C (4.30, 1.26, -4.14)  0.00
H (3.45, -1.94, -1.05)  0.00
C (-3.48, 1.41, 0.03)  0.00
C (2.15, 3.46, 4.90)  0.00
H (1.54, -6.78, -2.35)  0.00
N (0.73, 0.27, 0.23)  0.06
C (0.98, 0.03, 1.48)  0.03
Br (-1.11, -1.65, 2.53)  0.10
C (-5.50, 3.36, 0.07)  0.00
H (0.99, -0.14, -2.36)  0.00
Rh (0.48, -1.86, 0.26)  2.28
C (4.34, -0.72, -2.18)  0.00
C (-0.03, -0.13, 2.58)  0.01
H (-6.60, 1.77, -2.53)  0.00
H (-4.78, 0.45, -1.19)  0.00
H (-1.62, -4.22, -1.64)  0.01
C (5.51, -0.35, -2.82)  0.00
O (1.78, -1.74, -1.36)  0.17
H (-0.72, 0.46, 4.45)  0.00
H (-0.21, -3.87, -2.68)  0.00
C (-4.27, 3.47, 0.78)  0.00
C (3.13, 0.89, -3.49)  0.00
C (-5.67, 2.22, -0.67)  0.00
H (-0.90, -5.52, -2.66)  0.00
C (0.70, 2.84, 2.60)  0.00
C (-6.88, 1.90, -1.48)  0.00
C (-4.02, 4.70, 1.61)  0.00
C (1.92, -6.00, -1.69)  0.00
C (5.49, 0.64, -3.79)  0.00
C (1.87, -0.42, -1.75)  0.01
As (0.52, -5.16, -0.67)  0.00
C (1.44, 4.02, 2.67)  0.00
N (1.93, 0.45, -0.53)  0.01
H (6.43, -0.86, -2.56)  0.00
N (-4.68, 1.31, -0.66)  0.00
H (1.40, 1.61, 5.68)  0.00
H (-6.25, 4.13, 0.11)  0.00
S (-2.37, 0.21, -0.06)  0.00
H (-3.12, 5.19, 1.25)  0.00
H (2.19, 1.36, -3.76)  0.00
H (-7.34, 0.98, -1.13)  0.00
N (-3.33, 2.57, 0.76)  0.00
H (1.88, 1.40, -0.90)  0.00
H (2.02, 0.09, 1.81)  0.00
H (1.43, 4.70, 1.83)  0.00
H (-0.70, -7.34, -0.24)  0.00
C (2.17, 4.32, 3.81)  0.00
C (-0.07, 0.70, 3.62)  0.00
C (1.41, 2.29, 4.83)  0.00
H (2.40, -5.22, -2.27)  0.00
C (-0.31, -6.54, 0.38)  0.00
O (1.27, -4.08, 0.36)  0.07
H (-1.11, -6.08, 0.95)  0.00
C (0.70, 1.96, 3.68)  0.00
H (6.41, 0.92, -4.29)  0.00
H (4.28, 2.02, -4.91)  0.00
H (0.10, 2.62, 1.73)  0.00
H (2.65, -6.41, -1.00)  0.00
H (-4.86, 5.39, 1.56)  0.00
O (-1.31, -3.02, 0.09)  1.22
O (4.38, -1.71, -1.26)  0.00
C (3.13, -0.08, -2.50)  0.00
H (2.74, 5.24, 3.86)  0.00
H (2.71, 3.70, 5.79)  0.00
H (-7.61, 2.71, -1.41)  0.00

=====

(5)
The following is a quantum chemistry calculation of a cluster of 7 separate species, C10H34N8O7 in total, from the OMol25 dataset.

## Properties
relative energy (zero: lowest compared OMol25 entry of this formula, charge and spin)	0.742	eV
total charge	0
HOMO energy	-9.3	eV
SMILES string	NC(N)=O.NC(N)=O.NC(N)=O.NC(N)=O.CCO.CCO.CCO
gap between HOMO and LUMO	9.25	eV
multiplicity	1

Last column: Löwdin charge in e.
Geometry (Å):
H (1.42, 3.54, 3.40)  0.09
H (0.08, -3.12, 3.11)  0.09
C (-1.85, -2.83, 3.22)  -0.29
H (1.93, 0.17, -2.58)  0.07
N (-0.07, -1.64, -0.12)  0.19
N (0.71, 1.28, 2.55)  0.16
H (3.10, -1.07, -2.04)  0.05
H (2.72, -3.50, -1.48)  0.10
H (4.50, -3.12, -0.14)  0.11
C (3.51, -2.84, 0.20)  -0.27
H (-1.46, -0.13, 1.28)  0.06
C (-2.91, -2.08, 2.44)  -0.08
O (2.65, -2.70, -0.96)  -0.13
H (-1.56, 1.20, 0.22)  0.06
H (-4.38, 4.69, -0.30)  0.11
H (-2.83, 6.56, -0.23)  0.08
H (-3.08, 4.81, -1.51)  0.11
N (-1.00, -1.91, -3.39)  0.16
H (-2.28, 0.21, -3.19)  0.08
C (-2.21, -1.69, -3.97)  -0.69
O (0.20, 0.23, -1.37)  -0.02
H (-0.50, -1.19, -2.89)  0.05
C (-0.38, -0.36, -0.45)  -0.67
H (-2.84, -1.01, 2.64)  0.07
H (-0.15, 4.13, 3.77)  0.10
H (-1.80, 3.63, 0.61)  0.08
N (-1.26, 0.25, 0.37)  0.19
H (-0.44, -2.05, 0.72)  0.06
H (5.84, 0.74, -3.12)  0.09
H (5.37, -0.76, -2.39)  0.08
H (-3.68, -0.37, -4.11)  0.10
O (-1.30, 1.93, 3.34)  0.01
O (3.66, 1.69, -3.49)  0.02
H (1.65, 1.48, 2.27)  0.10
N (5.13, 0.13, -2.77)  0.13
N (-2.83, -0.52, -3.59)  0.15
H (-0.52, -2.77, -3.58)  0.10
C (3.57, -1.46, 0.85)  -0.08
H (3.84, -1.49, 1.91)  0.08
H (-2.45, 2.66, -0.69)  0.06
H (3.09, -3.59, 0.87)  0.11
H (-2.10, -3.89, 3.29)  0.11
C (-3.29, 4.68, -0.44)  -0.31
C (3.84, 0.61, -2.95)  -0.68
H (2.58, -1.01, 0.79)  0.06
H (-3.88, -2.44, 2.81)  0.08
O (-2.75, -2.49, -4.72)  0.01
C (-2.73, 3.36, 0.09)  -0.08
H (-1.77, -2.44, 4.23)  0.11
C (-0.12, 2.17, 3.17)  -0.69
H (0.34, 0.35, 2.54)  0.08
H (4.30, -0.83, 0.35)  0.07
O (-2.73, 5.77, 0.30)  -0.09
N (2.85, -0.24, -2.56)  0.17
O (-0.58, -2.71, 2.54)  -0.11
H (0.73, -2.06, -0.57)  0.07
N (0.44, 3.37, 3.50)  0.16
H (-2.89, -2.29, 1.37)  0.08
H (-3.41, 2.95, 0.83)  0.08

=====

(6)
The following is a quantum chemistry calculation of a cluster of 5 separate species, C43H39BIO20 in total, from the OMol25 dataset.

## Properties
relative energy (zero: lowest compared OMol25 entry of this formula, charge and spin)	0.000	eV
total charge	-1
HOMO energy	-4.7	eV
gap between HOMO and LUMO	4.51	eV
multiplicity	1

Last column: Löwdin charge in e.
Geometry (Å):
C (-5.04, -0.15, -2.94)  -0.09
H (-4.56, 8.31, 1.46)  0.12
C (3.71, 0.91, -1.41)  -0.16
C (5.61, -0.78, 5.61)  -0.23
H (-4.82, 2.80, -2.43)  0.11
O (-8.61, 4.46, -0.25)  0.11
H (3.51, -3.13, -0.56)  0.14
H (4.98, 1.94, 1.78)  0.06
C (1.89, 2.01, -3.06)  -0.04
O (-0.04, -0.82, -4.59)  -0.25
C (-5.08, 5.36, 0.63)  0.09
C (-1.76, -1.05, 2.80)  -0.23
H (-6.85, -2.85, -1.56)  0.08
C (4.48, 0.91, -0.15)  -0.05
H (2.60, 1.78, -3.89)  0.09
H (-2.51, 3.00, -3.06)  0.13
C (-6.57, 7.32, 0.87)  -0.32
H (1.95, 3.92, -0.87)  0.09
C (5.16, -6.22, -2.42)  0.07
C (3.41, 3.06, 0.54)  -0.11
C (4.00, -0.28, -2.37)  -0.06
O (4.94, -0.32, 6.68)  0.10
H (3.78, 0.05, -3.42)  0.07
O (6.70, -2.35, 6.97)  0.10
O (0.43, 0.86, -1.43)  -0.17
C (-1.18, -2.05, 3.75)  -0.31
O (-0.90, -0.24, 2.17)  0.10
H (7.48, -1.85, 1.65)  0.12
C (-3.42, -2.86, 4.25)  -0.23
O (7.78, -2.40, 2.40)  0.10
C (3.92, -4.01, -1.05)  0.09
H (-3.19, 1.61, -3.94)  0.11
H (-6.71, -1.30, 0.54)  0.08
H (-4.12, 4.87, 0.68)  0.14
O (-5.20, -1.85, 3.10)  0.09
O (6.79, -4.80, -3.31)  0.10
C (-3.99, -1.88, 3.27)  -0.31
C (-5.24, 6.65, 0.93)  -0.23
H (-8.68, 7.01, 0.38)  0.13
H (-3.51, -0.26, 1.89)  0.12
H (-8.23, 3.57, -0.41)  0.12
C (4.36, 1.98, 0.86)  -0.10
O (0.03, -2.10, 3.91)  0.11
B (0.61, 0.95, -2.91)  -0.91
H (-1.68, -3.64, 5.16)  0.13
C (-6.28, -0.98, -0.43)  -0.09
C (-1.64, 1.13, -2.39)  -0.67
H (-3.89, 2.47, -0.93)  0.10
O (-0.71, 1.29, -3.48)  -0.05
C (-5.59, 0.33, -0.44)  -0.05
H (-5.78, -2.11, -3.77)  0.09
O (-6.15, 3.37, -0.03)  0.10
C (-0.67, 1.78, -1.26)  -0.20
C (-6.34, -1.85, -1.61)  -0.10
O (0.38, -1.76, -5.51)  -0.08
H (5.06, -0.64, -2.29)  0.06
H (1.52, 3.06, -3.22)  0.10
H (-1.07, 1.91, -0.23)  0.12
O (6.08, -0.31, 2.13)  0.10
O (-4.19, 7.42, 1.30)  0.10
C (2.63, 3.05, -0.71)  -0.05
H (-5.50, 1.00, 0.43)  0.08
H (-0.01, -0.49, 2.49)  0.12
H (-4.58, 0.11, -3.92)  0.10
C (-3.08, -0.98, 2.58)  0.08
C (3.97, -6.42, -1.59)  -0.32
C (-2.10, -2.93, 4.46)  0.07
C (6.19, -0.77, 3.25)  -0.29
H (6.98, -3.85, -3.24)  0.12
H (3.34, 3.88, 1.29)  0.08
H (5.18, 0.08, 0.07)  0.07
H (1.95, -0.28, -4.43)  0.09
H (-5.17, -3.40, 4.56)  0.11
H (5.24, -0.86, 7.43)  0.11
C (-6.23, 4.55, 0.23)  -0.30
H (5.56, -7.09, -2.92)  0.13
H (2.08, -6.37, -0.25)  0.12
C (5.44, -0.25, 4.39)  0.09
O (-4.29, -3.66, 4.89)  0.09
C (-7.72, 6.51, 0.44)  0.07
H (-0.35, 2.80, -1.63)  0.12
C (1.08, -0.41, -3.74)  -0.10
O (3.45, -7.51, -1.43)  0.10
C (5.12, -3.82, -1.86)  -0.30
C (-4.95, 0.73, -1.75)  -0.22
C (5.70, -5.01, -2.55)  -0.23
C (2.73, 1.98, -1.73)  -0.13
C (7.12, -1.92, 3.48)  -0.23
C (3.38, -5.22, -0.92)  -0.23
I (-1.85, -0.92, -1.66)  1.03
C (-4.12, 2.06, -1.95)  -0.17
H (4.76, 0.57, 4.21)  0.14
C (7.29, -2.45, 4.69)  0.07
O (-6.67, 8.49, 1.16)  0.10
O (5.66, -2.73, -1.99)  0.09
C (-2.87, 1.94, -2.91)  -0.17
H (7.96, -3.27, 4.87)  0.13
C (6.56, -1.91, 5.84)  -0.32
H (3.31, -1.13, -2.12)  0.07
C (-5.74, -1.44, -2.88)  -0.09
H (1.23, -1.29, -3.03)  0.10
H (-0.34, -2.42, -5.61)  0.09
O (2.27, -5.42, -0.18)  0.11
C (-7.57, 5.22, 0.14)  -0.23

=====

Q: Which largest force on an atom values were calculated for the entries above? A: 2.7 7.0 4.8 3.1 1.4 4.1, in eV/Å.